ORCA calculation (ωB97M-V with the def2-TZVPD basis set) on C29H20CaClN7O13 as an isolated structure.

Results
HOMO energy ... -9.11 eV
HOMO-LUMO gap ... 0.2985 hartree
Net charge ... 0

```
71
Properties=species:S:1:pos:R:3:forces:R:3:mulliken_charge:R:1
Ca -0.2284 0.3408 -0.1143 0.265 -0.588 0.471 2.173
H 2.7625 0.4111 7.4949 0.028 -0.005 0.043 0.308
N 0.6585 -1.3455 -4.7719 -0.024 0.298 0.083 0.964
C 1.5785 -0.0167 2.5950 0.255 -0.091 -0.160 0.519
O -0.0033 -0.2967 -2.2027 0.048 0.092 -0.322 -0.203
C 1.2323 -0.0136 6.3676 -0.009 -0.022 -0.016 -0.633
C -0.6564 1.7920 -3.1901 -0.063 0.657 0.359 0.123
O 6.6106 -0.3877 2.4440 -0.026 -0.011 0.000 -0.499
H 6.8923 -0.6836 0.4028 -0.028 0.020 0.031 0.339
C 0.9837 -5.3476 0.0172 0.028 0.066 -0.011 -0.536
H 2.1602 -3.5702 -0.2651 0.032 -0.004 -0.005 0.482
C -3.6651 -2.8881 -0.2645 0.106 -0.194 -0.007 0.327
C 1.9195 0.0434 3.9411 0.004 0.047 -0.068 -0.944
H -1.2059 -0.2855 5.1790 -0.011 0.005 0.044 0.445
C -5.7889 -1.5013 -0.1086 -0.218 0.287 0.064 0.479
O -2.1400 1.3242 0.1610 -0.573 0.120 0.121 -0.717
C 3.1117 0.1101 -0.7336 0.004 -0.048 -0.034 -0.753
O 0.3387 -1.9941 -5.7472 -0.023 -0.100 0.030 -0.616
C -0.0363 -0.0618 -4.5540 -0.089 -0.340 -0.268 -0.790
C 6.4002 0.0020 1.1022 -0.012 0.019 -0.018 -0.674
C 3.9865 -0.0071 1.8345 -0.064 0.023 -0.073 -1.012
N 2.2115 0.0941 0.2463 -0.156 -0.005 0.323 0.245
N -0.5156 2.6400 -1.9788 -0.015 -0.505 -0.775 1.146
C -0.5002 0.5855 -5.6724 0.078 0.006 0.248 -0.453
C -1.3973 -4.9801 0.1434 0.076 0.020 0.021 -0.663
C -4.3033 -1.6729 -0.0919 -0.051 -0.219 -0.094 -0.252
O 1.5484 -1.6403 -3.9984 -0.047 -0.019 -0.048 -0.553
H 5.1588 0.0808 -1.3324 0.046 -0.004 -0.008 0.445
H -1.6673 -0.3507 2.7501 -0.023 0.011 -0.040 0.452
C 0.9231 -0.0549 4.8966 -0.068 -0.021 0.088 0.502
H -0.4067 0.1340 -6.6492 0.002 -0.008 0.019 0.623
C 4.4724 0.0755 -0.4968 -0.068 0.020 -0.073 -1.054
H 6.7988 1.0086 0.9199 -0.019 -0.043 -0.022 0.318
H -2.3750 -5.3935 0.2993 -0.084 0.004 0.006 0.380
N -1.5607 2.5463 -6.7121 0.000 -0.101 0.194 1.049
H -0.4711 -6.8856 0.3458 0.005 -0.024 0.006 0.373
C -1.2119 -3.6204 -0.0760 -0.232 0.127 -0.017 0.585
O -4.3256 1.2783 0.6053 -0.025 0.136 0.077 -0.834
H -1.4908 3.4838 -4.2027 -0.001 0.002 -0.032 0.651
H 0.5651 0.7116 6.8474 0.021 -0.018 -0.022 0.356
O -6.2566 -0.3104 0.2210 -0.045 -0.367 -0.024 -0.564
C 2.6354 0.0409 1.5129 -0.136 -0.143 0.407 0.378
C 0.0825 -3.1266 -0.1979 0.130 0.020 0.102 0.353
C -0.3907 -0.2076 4.4727 -0.085 0.000 -0.070 -1.199
O 2.5892 0.3304 6.5540 0.004 0.009 -0.032 -0.496
H 1.0147 -1.0015 6.7943 -0.015 0.045 -0.017 0.327
C -1.0723 1.8390 -5.5232 -0.118 0.296 -0.131 -0.693
O 0.3391 2.2833 -1.1516 0.025 0.336 0.009 -0.771
Cl -4.3618 -4.3797 -0.6869 0.019 0.105 0.035 -0.154
H 0.3019 -2.0775 -0.2805 -0.171 -0.018 -0.265 0.676
C 4.9245 0.0195 0.8139 0.053 0.007 -0.013 0.622
O -1.1365 3.6581 -1.8864 0.025 -0.013 0.008 -0.590
H 1.8317 -6.0172 0.0407 0.015 -0.021 -0.004 0.409
C 1.1672 -3.9847 -0.1574 -0.028 -0.044 0.023 -1.215
C -3.2580 0.7487 0.3016 0.174 -0.170 -0.055 0.771
N -2.3233 -2.6993 -0.1299 0.188 0.175 0.023 -0.041
C -0.3014 -5.8305 0.1809 -0.051 -0.022 0.001 -0.827
C -0.6550 -0.2441 3.1185 0.244 -0.038 0.108 -0.583
H 7.5535 -0.3772 2.6248 0.042 0.006 0.033 0.309
O -2.0770 3.6333 -6.5415 0.037 -0.013 -0.070 -0.630
N -2.0747 -1.3817 0.0590 0.023 -0.032 0.177 0.406
H -5.5188 0.3298 0.4494 0.027 0.185 -0.071 0.437
C -0.2095 0.4175 -3.2169 0.235 0.335 -0.090 0.974
N 0.3085 -0.1570 2.1990 0.155 0.076 0.034 0.028
H 2.7078 0.1269 -1.7383 0.031 0.014 -0.064 0.434
O -6.5135 -2.4206 -0.3907 -0.038 -0.094 -0.055 -0.602
C -3.2445 -0.7623 0.0880 0.067 0.109 0.045 -0.150
O -1.4235 1.9968 -7.7873 -0.012 0.057 0.013 -0.632
H 4.3188 -0.0827 2.8565 0.054 0.006 -0.011 0.582
C -1.1231 2.4733 -4.2953 0.087 -0.398 -0.199 -0.297
H 2.9401 0.1782 4.2588 -0.005 0.002 0.038 0.637
```
Positions in Å, forces in eV/Å.

ORCA calculation (ωB97M-V with the def2-TZVPD basis set) on C29H20F4N6O6Rh as an isolated structure.

Results
HOMO energy (alpha / beta) ... -12.07 / -11.99 eV
HOMO-LUMO gap (alpha / beta) ... 0.1824 / 0.1757 hartree
Net charge ... +1

```
66
Properties=species:S:1:pos:R:3:forces:R:3:mulliken_charge:R:1
O -3.1687 -1.6720 3.0508 -0.121 -0.020 0.083 -0.444
H 2.6933 3.6578 -3.2839 -0.020 0.075 0.029 0.301
H 0.0197 4.5757 0.6829 0.097 -0.009 0.122 0.356
O -2.0708 1.0264 -0.6965 1.830 -0.221 -0.232 -0.883
C -0.3943 -5.9247 2.2578 -0.715 -0.226 -0.043 -0.153
H -4.4248 -2.4080 -3.3159 0.005 -0.018 0.011 0.363
C 0.9099 -5.3858 2.1363 0.483 1.661 -1.674 1.176
O 0.4114 2.6079 -3.6661 0.029 -0.306 -0.173 -0.623
C 2.1613 -1.1911 -1.5156 -0.338 -1.425 1.048 0.898
H -2.8700 0.1972 3.9107 -0.015 -0.019 0.021 0.363
O 3.8475 4.1927 -1.1329 -0.052 0.022 -0.137 -0.583
H -5.4424 -1.0489 -2.8378 -0.014 -0.015 0.014 0.414
C -2.5848 -0.2518 1.1933 0.268 0.516 -0.005 -0.267
H 1.1288 5.8237 -1.8882 0.004 0.018 -0.029 0.328
C 0.3286 5.4498 -1.2510 0.036 -0.090 0.093 -1.314
H 3.7549 1.7424 0.9326 0.135 -0.014 -0.028 0.248
H -1.4025 -0.8001 3.7357 -0.043 -0.020 -0.025 0.330
C 0.3193 -4.0106 0.1527 -0.337 0.894 -1.167 0.168
C 1.7770 -5.7148 3.2035 0.567 -0.254 0.567 -0.207
C 2.5503 -3.8976 1.0204 1.129 1.047 -0.519 0.297
H 3.3924 4.2490 1.1853 -0.120 0.107 0.016 0.465
F -0.8758 -4.5529 0.0749 -0.124 -0.047 0.183 -0.305
C -3.3599 -0.7742 -2.4583 -0.191 -0.034 0.219 1.362
H -1.9849 0.4467 1.7619 -0.031 -0.032 0.028 0.479
C -3.3940 -0.9354 -1.0136 0.607 0.587 0.011 0.071
F -0.3979 -2.5392 -1.4504 0.045 0.264 -0.346 -0.347
C -4.0385 -2.1705 0.9589 0.216 -0.038 0.104 -0.888
H -0.3006 6.2983 -0.9842 -0.005 0.015 -0.034 0.498
C 3.1823 2.1990 1.7367 -0.147 0.015 -0.005 -1.216
H 3.8440 2.3550 2.5882 0.085 0.026 -0.063 0.434
F 3.5050 -4.3265 1.8169 -0.021 -0.017 -0.022 -0.266
N 4.2120 0.2844 -1.0752 -0.124 -0.081 -0.206 -0.555
Rh -0.9115 0.8720 -2.2094 -1.131 1.593 -0.388 0.640
O 0.4778 1.6545 0.7060 -0.037 0.064 -0.084 -0.669
H -4.5328 -3.0068 1.4324 -0.090 0.017 -0.010 0.483
N 0.4779 2.1090 -1.4994 -0.063 0.104 -0.258 0.396
H -0.2886 4.7644 -1.8313 -0.041 -0.013 -0.023 0.230
C -2.4731 -0.8182 3.9551 0.109 0.152 0.020 -0.824
H -2.6380 -1.2325 4.9444 0.000 -0.009 -0.029 0.248
C 0.5949 -2.9711 -0.6861 -0.708 -1.047 0.550 0.215
C -3.2403 -1.3306 1.7657 -0.073 -0.134 -0.339 0.900
C 1.8624 -2.3414 -0.7259 0.223 1.880 -1.337 0.674
C 1.7910 3.5683 -0.0183 -0.066 -0.282 0.038 2.425
H 1.9328 3.9073 2.1036 -0.064 -0.014 -0.055 0.448
C -4.4843 -1.3185 -3.2783 0.104 0.019 -0.197 -1.583
N -1.4601 -6.3400 2.3861 0.255 0.028 0.021 -0.450
C 1.0020 2.7390 -2.5990 -0.048 -0.200 0.502 0.052
C 2.7455 3.7250 -1.2095 -0.150 0.056 0.321 -0.161
C 0.8644 4.8341 0.0403 -0.001 0.093 -0.161 -1.073
H 2.4039 1.5086 2.0485 -0.001 -0.094 -0.018 0.239
C 2.5791 3.5321 1.3086 0.100 -0.093 -0.087 -1.249
H 1.4466 5.6026 0.5519 -0.003 -0.063 0.081 0.453
O -2.4292 -0.1864 -3.0506 -0.296 -0.283 -0.040 -0.579
C 1.2817 -0.6102 -2.4322 -0.487 -0.440 -0.023 0.666
H -4.4157 -0.9340 -4.2926 0.017 -0.018 0.009 0.406
C 2.8377 -2.8907 0.1412 0.284 -0.842 1.148 0.149
H -4.6895 -2.6516 -0.9968 -0.053 0.026 0.004 0.413
N 0.5597 -0.1397 -3.2181 0.210 -0.385 0.552 -0.743
N 2.4206 -5.9812 4.1207 -0.174 0.035 -0.242 -0.377
N 2.1961 3.3805 -2.4479 0.096 0.083 -0.166 0.164
C -4.1133 -1.9635 -0.3935 0.008 -0.148 -0.041 -0.693
C 3.3258 -0.4178 -1.2881 0.627 0.518 0.117 -0.437
C -2.6484 -0.0358 -0.1876 -1.250 -1.108 0.026 0.150
C 0.8806 2.3407 -0.2121 0.191 0.195 0.340 -0.074
C 1.2589 -4.4764 1.1127 -0.736 -1.933 1.907 0.354
F 4.0574 -2.3940 0.1291 0.128 -0.120 0.024 -0.294
```
Positions in Å, forces in eV/Å.

ORCA calculation (ωB97M-V with the def2-TZVPD basis set) on C29H21AuF4GeN7O5S as an isolated structure.

Results
HOMO energy (alpha / beta) ... -10.84 / -10.84 eV
HOMO-LUMO gap (alpha / beta) ... 0.1471 / 0.1485 hartree
Net charge ... +1

```
69
Properties=species:S:1:pos:R:3:forces:R:3:mulliken_charge:R:1
N 6.0337 -0.2238 -6.1007 -0.071 0.038 -0.064 -0.381
H -1.1128 5.1664 1.3222 -0.054 0.014 -0.034 0.427
N 3.7476 1.6215 -9.1564 0.018 -0.047 0.080 -0.373
C 5.0349 0.2931 -6.3391 0.516 -0.361 0.167 -0.093
N -3.3466 3.6284 5.6801 -0.102 -0.034 0.194 1.055
H -0.6975 -1.5753 -3.1545 -0.078 -0.017 0.001 0.340
C 0.8818 -4.2427 -0.3084 -0.193 0.529 -0.054 -1.075
C -0.5752 1.1337 -1.8733 -0.415 -1.094 0.918 0.385
F 2.0359 0.5918 -2.2574 -0.142 0.041 -0.044 -0.267
O 1.9241 0.2889 2.7579 0.243 0.099 0.265 -0.626
H -2.9727 1.2191 6.4598 -0.009 -0.001 0.009 0.590
C 3.7540 1.3428 -8.0410 -0.016 0.220 -0.568 -0.136
Au -1.0546 -0.1319 0.7851 -0.642 -1.041 1.430 1.345
H 0.4654 -5.0409 0.3028 -0.100 0.016 0.006 0.365
F 3.9261 0.0452 -3.9992 -0.035 0.130 -0.084 -0.276
N -0.9861 0.4311 -1.0543 0.822 1.250 -1.719 -0.091
H -0.8335 -2.6621 2.7343 0.270 0.082 0.046 0.070
H 0.3635 -2.9608 -3.4462 -0.034 -0.065 0.019 0.486
C -1.8401 -1.0268 5.4052 -0.011 -0.134 -0.019 -0.983
C -1.9855 0.2740 4.8053 0.205 0.119 -0.647 1.246
N -1.1907 -0.6247 2.7094 0.557 -0.758 0.579 -0.322
H -0.4688 3.0908 0.1337 0.049 -0.025 -0.008 0.427
H 1.5626 -3.6444 0.2855 0.094 -0.031 0.058 0.216
H -1.6004 -5.1145 -2.2843 -0.072 -0.096 -0.032 0.392
O -3.4575 4.7460 5.2109 0.002 -0.022 0.027 -0.644
C -0.3017 1.9729 -2.9373 1.035 0.547 -1.533 0.139
C -2.5620 1.3598 5.4700 -0.018 0.402 0.023 -0.592
H -2.5862 -1.7281 -0.4622 -0.017 0.038 -0.049 0.602
C -1.2177 -2.0034 4.7463 0.044 0.004 -0.185 -1.024
O 0.8225 -1.7542 3.6044 0.611 0.262 -0.142 -0.243
C -1.9042 4.1196 3.0103 0.156 0.002 -0.288 -0.422
H -1.9912 -2.5531 0.9748 -0.012 0.064 0.080 0.484
H 3.0789 -3.0124 3.2209 0.049 -0.040 0.029 0.333
C -0.9043 3.0427 1.1234 -0.030 -0.053 -0.121 -0.242
C 2.8322 1.2270 -5.7518 1.250 -0.314 -1.265 0.154
H -2.7956 -3.8117 -2.1507 -0.067 -0.017 -0.036 0.412
O -3.8096 3.2860 6.7487 0.048 0.155 -0.066 -0.633
H 3.6555 -1.5313 4.0624 0.018 -0.029 0.074 0.401
C 0.0784 -2.2028 -2.7178 0.062 0.050 0.412 -1.156
C 3.3367 -1.9628 3.1192 -0.358 0.221 0.117 -1.115
C -0.6627 -1.7926 3.3720 -0.523 0.391 -0.601 0.376
C 0.7505 1.7689 -3.8556 -1.233 0.019 1.114 0.784
C -1.5914 1.7327 2.9019 -0.070 0.268 0.541 -0.083
N -1.8909 3.9902 -3.0413 -0.006 -0.053 0.053 -0.438
C 3.8320 0.9590 -6.6796 -1.106 0.323 1.087 1.103
H -1.0313 -2.9707 5.1898 -0.102 -0.058 -0.012 0.532
H 4.0941 -1.8298 2.3518 -0.042 0.121 -0.061 0.380
C -1.1984 3.0723 -3.0383 -0.315 0.237 -0.200 -0.407
H 0.9557 -1.5984 -2.4992 0.088 0.073 -0.013 0.147
C -2.6379 2.6078 4.9070 0.171 -0.504 -0.045 -0.658
S 1.8687 -1.1271 2.5787 -0.709 -0.330 -0.179 1.128
C -2.0684 2.8548 3.6209 -0.115 0.030 0.036 0.791
H -2.2499 5.0061 3.5139 0.047 -0.016 0.008 0.578
H 1.4377 -4.6923 -1.1312 -0.067 -0.016 -0.056 0.430
C 2.8942 0.7592 -4.4003 -0.387 -0.166 1.052 0.248
C 1.9035 1.0216 -3.5092 0.880 -0.636 -0.262 0.221
H -2.2343 -1.1735 6.4016 0.041 -0.099 0.041 0.456
C -1.2923 4.2077 1.7853 -0.084 0.031 0.155 -0.990
Ge -0.5412 -3.1087 -1.0744 -0.847 -0.944 -0.360 0.800
C -1.5769 0.4260 3.4779 -0.347 0.336 0.499 0.134
C 1.6756 1.9999 -6.0902 -1.086 0.504 0.332 0.287
H -2.4447 -4.8416 -0.7490 -0.023 -0.044 0.024 0.378
C 0.6960 2.2687 -5.1830 0.587 0.314 -0.859 0.214
C -2.0150 -4.3560 -1.6228 0.678 0.464 0.057 -1.353
C -1.6891 -1.9720 0.1062 0.845 -0.147 0.022 -1.721
O 1.5528 -1.5846 1.2466 -0.063 -0.096 -0.008 -0.519
F -0.3518 2.9767 -5.5638 -0.022 -0.040 0.025 -0.296
F 1.5366 2.4698 -7.3109 0.081 -0.096 0.039 -0.264
N -1.0605 1.8527 1.6572 0.158 0.028 -0.005 -0.430
```
Positions in Å, forces in eV/Å.

ORCA calculation (ωB97M-V with the def2-TZVPD basis set) on C29H21BrMnN5O2Te4 as an isolated structure.

Results
HOMO energy (alpha / beta) ... -5.97 / -5.95 eV
HOMO-LUMO gap (alpha / beta) ... 0.1608 / 0.1600 hartree
Net charge ... 0

```
63
Properties=species:S:1:pos:R:3:forces:R:3:mulliken_charge:R:1
C 6.7333 0.1944 -0.1954 -0.039 -0.009 -0.005 0.690
H -3.4751 -4.1201 -0.6921 0.032 -0.020 0.008 0.403
O -5.6346 1.3065 -0.1589 -0.424 -0.598 0.395 -0.638
C -3.2551 -2.8373 -2.3944 0.119 0.241 0.060 -0.619
H -1.1406 4.3253 -1.9296 0.102 0.015 -0.030 0.416
H 7.3367 -2.9577 -1.3344 -0.022 -0.067 -0.023 0.437
C -2.2445 -0.7295 -1.9071 -0.093 -0.023 -0.235 -0.247
H 0.2832 -1.8819 0.2168 0.041 0.105 0.043 0.339
H -1.6559 -2.7348 4.9903 0.018 -0.040 0.086 0.431
H -2.9046 -1.2833 -3.8590 -0.013 -0.009 -0.073 0.440
C -4.3848 1.6490 -0.1249 0.648 -0.231 0.250 0.944
C 4.5768 -0.2645 -0.1497 0.143 -0.122 -0.058 0.103
H 5.3087 1.6357 0.4844 -0.011 -0.017 0.008 0.182
C 9.0449 -0.1205 -0.5133 0.040 0.049 0.013 -0.413
Te -5.3376 -0.5963 3.1434 0.963 1.105 0.986 -0.329
C -3.1012 5.1713 -2.1824 -0.027 -0.092 0.047 -0.522
C -2.5333 -3.7107 1.8755 0.094 0.459 0.071 -0.891
N 0.3835 0.1735 0.4357 0.064 0.345 0.565 0.532
C -2.6674 3.0996 -1.0802 0.443 -0.266 0.185 0.284
H -1.9547 2.3523 -0.7074 -0.344 0.351 -0.235 0.124
C -2.8053 -1.5917 -2.8299 -0.054 -0.138 0.114 -0.931
H 9.6439 -2.0497 -1.2333 0.040 -0.031 -0.016 0.381
C -2.1982 4.2078 -1.7536 -0.136 0.073 -0.006 -0.984
C 3.1429 -0.0840 0.0484 -0.294 0.075 0.050 1.084
C -1.8347 -2.7013 3.9271 -0.045 0.052 -0.174 -0.808
C 2.5626 1.1728 0.2531 -0.027 -0.377 -0.052 -1.121
C -2.5145 -2.2536 -0.1955 0.048 0.027 -0.040 0.446
Te -1.3018 2.1239 2.7131 -0.395 -0.010 0.635 -0.153
H -2.4808 -4.7479 3.7451 0.009 -0.043 0.043 0.440
Te -3.8327 2.1590 3.6086 -0.372 -0.946 -0.469 -0.098
C 8.8047 -1.4332 -0.9445 0.047 0.007 -0.004 -0.495
C 8.0169 0.7186 -0.1317 0.062 -0.031 -0.007 -1.025
C 2.3068 -1.2025 0.0308 0.181 0.352 -0.048 -0.963
H -1.2691 -0.6233 3.7419 0.029 -0.027 -0.020 0.317
C -3.1084 -3.1742 -1.0622 0.124 0.282 0.070 -0.833
H 2.7215 -2.1853 -0.1289 0.064 -0.038 -0.005 0.500
C -2.2966 -3.8148 3.2328 0.002 0.089 0.036 -0.590
H -2.7588 6.0510 -2.7087 0.018 0.034 -0.023 0.384
C -4.0245 2.9099 -0.8232 -0.138 0.147 -0.141 0.186
C -4.4518 5.0156 -1.9216 0.042 -0.054 0.046 -0.499
H -3.7227 -3.5254 -3.0811 -0.036 -0.058 -0.083 0.443
H 3.1425 2.0849 0.2620 0.063 0.007 -0.015 0.277
C 6.4760 -1.1189 -0.6201 0.029 0.142 0.047 0.609
H 10.0623 0.2423 -0.4796 0.047 0.023 0.003 0.378
H -1.9181 0.2673 -2.1902 0.004 -0.111 -0.014 0.502
C 0.9553 -1.0308 0.2213 -0.270 0.430 0.018 -0.302
H -2.8993 -4.5571 1.3189 -0.031 -0.079 -0.081 0.409
N 5.1204 -1.3753 -0.5783 -0.147 0.258 0.097 -0.679
C -1.6133 -1.5203 3.2433 -0.080 -0.313 -0.305 -0.304
C 1.2001 1.2611 0.4457 -0.234 -0.937 -0.165 -0.530
O -3.5055 0.9854 0.4097 -0.711 -0.088 0.047 -0.113
C 7.5283 -1.9476 -1.0050 -0.042 0.030 0.025 -0.750
Mn -1.6502 0.3240 0.8511 0.312 -0.862 -0.946 -0.268
N -1.8223 -1.4050 1.9188 -0.102 0.127 -0.256 0.999
Te -6.2215 -0.5261 0.6484 0.079 0.528 -0.964 0.168
H -5.1588 5.7692 -2.2309 -0.042 0.055 -0.029 0.413
H 0.7241 2.2155 0.6172 -0.082 0.043 0.026 0.443
H 8.2081 1.7288 0.1999 0.017 0.063 0.017 0.382
C -4.9191 3.8939 -1.2446 0.014 0.167 -0.086 -0.024
Br -6.7833 3.8680 -0.9113 0.033 0.041 -0.025 -0.159
N -2.1009 -1.0423 -0.6206 -0.010 -0.033 0.455 0.693
N 5.4937 0.7289 0.0963 0.074 -0.323 -0.135 -0.008
C -2.2960 -2.4889 1.2439 0.177 0.269 0.322 0.516
```
Positions in Å, forces in eV/Å.

Values of molecular weight, in order: 750.05, 727.41, 925.17, 1116.76, all in g/mol.
Values of energy above the lowest of the compared OMol25 structures with the same formula, charge and spin, in order: 6.0, 248.3, 122.6, 115.4, all in kJ/mol.